Formula: C42H53BrF6N7O3S3
Source: the Open Molecules 2025 dataset
Level of theory: ωB97M-V with the def2-TZVPD basis set

Each line ends with the Löwdin charge.
Geometry (Å):
O1 -1.3544 4.0341 3.5981  -0.276
S1 -1.6427 2.6859 3.2243  0.580
O2 -2.7298 2.1488 3.9659  -0.254
O3 -0.3617 1.8042 3.6177  -0.143
C1 -1.9661 2.6142 1.4562  -0.189
C2 -2.9078 1.4350 1.0842  -0.167
C3 -2.5146 0.6224 -0.1628  -0.164
C4 -1.1994 -0.1712 -0.0679  -0.392
C5 -1.3663 -1.1982 1.1215  -0.092
C6 -0.2622 -1.1637 2.2279  -0.131
C7 -0.9271 -1.4177 3.6038  -0.076
C8 -1.3296 -2.8611 3.8004  -0.443
F1 -0.3027 -3.7164 3.5995  0.133
F2 -2.3423 -3.2479 2.9755  0.121
C9 -1.8842 -3.0524 5.2468  -0.559
F3 -0.9646 -2.8110 6.1685  0.194
F4 -2.9282 -2.2121 5.3771  0.163
F5 -2.3884 -4.2774 5.4032  0.181
C10 -1.0957 -1.0945 -1.3073  -0.060
N1 0.2950 -1.5876 -1.3904  -0.100
F6 0.5794 -2.6622 -0.5301  0.063
C11 0.6178 -2.1328 -2.7561  -0.059
C12 1.7279 -3.1911 -2.7841  -0.234
C13 1.1939 -4.6325 -2.7428  -0.475
S2 2.5801 -5.8134 -2.7429  0.888
C14 2.5313 -6.5306 -1.0941  -1.044
S3 3.0744 -5.6570 0.1599  0.714
N2 2.0305 -7.8144 -0.9273  -0.163
C15 2.5424 -8.7568 -0.0727  -0.083
C16 1.7353 -9.8346 -0.2076  -0.107
N3 0.7582 -9.5509 -1.1350  0.074
C17 0.9359 -8.3628 -1.5755  -0.160
C18 1.1371 -0.4700 -0.8344  -0.233
C19 2.3940 -0.0243 -1.5978  -0.110
C20 3.2718 0.7889 -0.6665  -0.238
C21 3.2761 2.1562 -0.5728  -0.072
C22 4.0715 2.8330 0.3225  -0.065
C23 4.9044 2.1156 1.1408  -0.070
C24 4.9487 0.7478 1.0414  -0.068
C25 4.1388 0.0968 0.1573  -0.051
C26 0.1647 0.5613 -0.2238  -0.448
Br1 -0.0153 1.9803 -1.6085  0.893
H1 0.3941 1.9875 3.0399  0.092
H2 -1.0446 2.6805 0.8762  0.055
H3 -2.5074 3.5458 1.2733  0.110
H4 -3.8767 1.8854 0.8603  0.129
H5 -3.0778 0.8063 1.9600  0.098
H6 -3.3017 -0.1293 -0.2961  0.137
H7 -2.5801 1.2830 -1.0306  0.092
H8 -2.3322 -1.1125 1.6146  0.112
H9 -1.3492 -2.2078 0.7130  0.107
H10 0.3984 -2.0190 2.0611  0.111
H11 0.2961 -0.2331 2.2743  0.087
H12 -1.7493 -0.7191 3.7642  0.125
H13 -0.1866 -1.1895 4.3775  0.142
H14 -1.8749 -1.8414 -1.4575  0.167
H15 -1.1551 -0.4853 -2.2239  0.136
H16 -0.2972 -2.5644 -3.1682  0.145
H17 0.9025 -1.3182 -3.4273  0.136
H18 2.5221 -3.0321 -2.0549  0.097
H19 2.2086 -3.0917 -3.7638  0.127
H20 0.5847 -4.8025 -3.6336  0.084
H21 0.5686 -4.8033 -1.8638  0.080
H22 3.3895 -8.6286 0.5764  0.113
H23 1.8184 -10.7631 0.3310  0.107
H24 0.3386 -7.8225 -2.2906  0.122
H25 1.5876 -0.9178 0.0604  0.158
H26 2.9561 -0.9406 -1.8074  0.114
H27 2.2028 0.4390 -2.5672  0.098
H28 2.6464 2.7634 -1.2122  0.076
H29 3.9969 3.9114 0.3536  0.117
H30 5.5102 2.6693 1.8489  0.117
H31 5.6213 0.1582 1.6544  0.110
H32 4.1893 -0.9882 0.0904  0.117
H33 0.5300 1.0937 0.6448  0.087
N4 -4.1899 5.3461 3.0787  0.009
C27 -5.2001 4.4952 3.4379  -0.142
C28 -6.3619 4.9635 2.8813  -0.108
C29 -6.0378 6.1409 2.1534  -0.109
C30 -4.6915 6.3486 2.2931  -0.134
H34 -3.2250 5.2493 3.3507  0.107
H35 -5.0044 3.6357 4.0566  0.100
H36 -7.3352 4.5124 2.9836  0.089
H37 -6.7148 6.7628 1.5920  0.068
H38 -4.0498 7.1207 1.9035  0.107
N5 -8.5014 8.2249 -0.1498  -0.002
C31 -8.0230 7.2766 -1.0131  -0.158
C32 -7.6103 7.9147 -2.1518  -0.115
C33 -7.8441 9.3044 -1.9665  -0.112
C34 -8.3917 9.4632 -0.7222  -0.139
H39 -8.8755 8.0413 0.7630  0.141
H40 -8.0192 6.2340 -0.7431  0.103
H41 -7.1870 7.4399 -3.0213  0.087
H42 -7.6339 10.0953 -2.6669  0.090
H43 -8.7127 10.3463 -0.1966  0.106
N6 7.1356 -2.9703 2.5895  -0.003
C35 8.3559 -3.2805 3.1262  -0.136
C36 9.2756 -3.2736 2.1128  -0.104
C37 8.5861 -2.9418 0.9160  -0.108
C38 7.2696 -2.7583 1.2419  -0.158
H44 6.2773 -2.9086 3.1044  0.138
H45 8.4629 -3.4797 4.1788  0.108
H46 10.3271 -3.4824 2.2165  0.094
H47 9.0096 -2.8487 -0.0702  0.092
H48 6.4188 -2.4976 0.6344  0.089
N7 2.5947 0.2655 -7.3797  0.012
C39 2.6151 0.8440 -6.1424  -0.145
C40 1.3151 1.0393 -5.7505  -0.133
C41 0.4798 0.5525 -6.7931  -0.113
C42 1.3004 0.0804 -7.7819  -0.130
H49 3.4070 0.0150 -7.9141  0.150
H50 3.5469 1.0689 -5.6509  0.107
H51 0.9978 1.4832 -4.8204  0.063
H52 -0.5974 0.5510 -6.8146  0.090
H53 1.0758 -0.3677 -8.7346  0.112

For the HOMO energy, the calculation gives -9.38 eV. For the molar mass, the calculation gives 994.02 g mol⁻¹. The value obtained for the largest force on an atom is 2.47 eV/A. The net charge is +1. Its total energy is -6608.62101 Ha. As for the orbital gap: 6.0 eV.



Formula: C42H53F5NOSiTm
Source: the Open Molecules 2025 dataset
Level of theory: ωB97M-V with the def2-TZVPD basis set

Each line ends with the Löwdin charge.
Geometry (Å):
Tm1 0.9435 -0.2001 0.1127  1.511
C1 0.0400 -1.2706 2.1047  -0.143
C2 0.5369 0.0576 2.4751  -0.235
C3 1.9891 -0.0426 2.4398  -0.172
C4 2.2842 -1.3642 1.9922  -0.084
C5 1.0991 -2.1142 1.7915  -0.293
C6 1.0820 -3.6098 1.5724  -0.548
C7 1.6352 -4.0434 0.2068  -0.043
C8 1.9536 -4.2680 2.6635  -0.048
C9 -0.3254 -4.1914 1.7730  -0.053
C10 3.1393 0.8100 3.0339  -0.535
C11 3.0122 0.8430 4.5354  -0.056
C12 3.3074 2.1928 2.4314  -0.041
C13 4.4889 0.1426 2.7608  -0.067
C14 -0.3862 0.9862 3.2755  -0.556
C15 -1.7687 0.8675 2.7469  -0.069
C16 0.0035 2.4545 3.2769  -0.031
C17 -0.3601 0.4389 4.7122  -0.022
H1 -0.9836 -1.6193 2.3085  0.113
H2 3.2617 -1.7681 1.8406  0.112
H3 2.5595 -3.5207 -0.0894  0.078
H4 0.9695 -3.8817 -0.6301  0.058
H5 1.9235 -5.1301 0.1960  0.106
H6 3.0394 -4.0985 2.5095  0.094
H7 1.7942 -5.3756 2.5472  0.094
H8 1.6202 -3.9863 3.6602  0.090
H9 -1.0534 -3.8403 1.0563  0.051
H10 -0.7138 -3.9146 2.8028  0.110
H11 -0.2938 -5.3150 1.7246  0.103
H12 2.3919 1.6993 4.9458  0.096
H13 4.0120 0.9498 5.0181  0.096
H14 2.6372 -0.1290 4.8461  0.089
H15 2.4149 2.8179 2.6180  0.064
H16 3.4805 2.0999 1.3577  0.069
H17 4.1521 2.7374 2.9175  0.105
H18 4.5367 -0.8329 3.2216  0.083
H19 5.3153 0.7471 3.1988  0.104
H20 4.6905 0.0573 1.7115  0.075
H21 -1.8437 0.9780 1.6792  0.070
H22 -2.4314 1.5972 3.1798  0.089
H23 -2.2698 -0.0845 2.9862  0.092
H24 0.1753 2.8885 2.2843  0.088
H25 0.9364 2.5527 3.8401  0.056
H26 -0.7545 3.0250 3.7968  0.088
H27 -0.6306 -0.6439 4.7422  0.104
H28 -1.0728 1.0521 5.3078  0.103
H29 0.6578 0.5252 5.1058  0.053
C18 0.1043 1.5449 -1.3018  -0.362
Si1 -1.5354 1.4436 -2.0697  0.599
C19 -2.1903 -0.2945 -2.4360  -0.250
N1 -1.8654 -1.2125 -1.3305  -0.214
C20 -2.9490 -1.3460 -0.3577  -0.198
C21 -4.0506 -2.3519 -0.7094  -0.170
C22 -4.0156 -2.9193 -2.1293  -0.203
C23 -2.6007 -3.3585 -2.5310  -0.175
C24 -1.4428 -2.5688 -1.8632  -0.163
C25 -2.7323 2.4107 -0.9614  -0.241
C26 -2.2623 3.3303 0.0068  -0.094
C27 -3.1741 4.0725 0.7864  -0.088
C28 -4.5337 3.9992 0.4984  -0.081
C29 -5.0019 3.1003 -0.4930  -0.086
C30 -4.1149 2.3136 -1.1884  -0.114
C31 -1.6006 2.3156 -3.8144  -0.214
C32 -1.2424 3.6554 -3.9655  -0.104
C33 -1.3491 4.3069 -5.1835  -0.106
C34 -1.7923 3.6455 -6.3102  -0.095
C35 -2.2001 2.2897 -6.2170  -0.082
C36 -2.1171 1.7019 -4.9653  -0.124
H30 0.2127 2.3287 -0.5432  -0.032
H31 0.8913 1.6913 -2.0411  -0.007
H32 -1.6834 -0.6594 -3.3291  0.085
H33 -3.2414 -0.2364 -2.7293  0.079
H34 -3.3603 -0.3601 -0.1418  0.108
H35 -2.4026 -1.7047 0.5537  0.100
H36 -5.0414 -1.8322 -0.5373  0.122
H37 -4.0468 -3.1849 0.0433  0.117
H38 -4.3525 -2.1505 -2.8439  0.101
H39 -4.6673 -3.7834 -2.2239  0.104
H40 -2.5012 -3.3545 -3.6239  0.106
H41 -2.5572 -4.4284 -2.2453  0.112
H42 -0.6113 -2.5040 -2.5811  0.119
H43 -1.1483 -3.1845 -1.0179  0.078
H44 -1.1854 3.4817 0.1277  0.079
H45 -2.7790 4.7905 1.4866  0.096
H46 -5.1954 4.6555 1.0608  0.098
H47 -6.0386 3.0603 -0.7787  0.095
H48 -4.4795 1.5470 -1.8954  0.105
H49 -0.9405 4.1694 -3.0626  0.100
H50 -1.0577 5.3680 -5.2068  0.108
H51 -1.7908 4.1731 -7.2514  0.093
H52 -2.5695 1.7353 -7.0920  0.104
H53 -2.4676 0.6763 -4.9325  0.081
F1 6.2657 -1.4099 -4.0577  0.071
C37 5.4109 -0.8362 -3.1245  -0.109
C38 5.6215 0.4459 -2.6820  -0.140
F2 6.6501 1.1778 -3.1626  0.126
C39 4.7524 0.9464 -1.7892  -0.118
F3 4.9001 2.2370 -1.3399  0.098
C40 3.7205 0.1880 -1.2576  -0.248
O1 2.9420 0.6684 -0.2601  -0.212
C41 3.4961 -1.0482 -1.8551  -0.093
F4 2.2600 -1.6005 -1.5452  -0.002
C42 4.3332 -1.6121 -2.8129  -0.152
F5 4.1323 -2.8050 -3.3613  0.141

For the HOMO energy (spin up / spin down), the calculation gives -8.06 / -8.11 eV. For the molar mass, the calculation gives 879.90 g mol⁻¹. The value obtained for the largest force on an atom is 3.75 eV/A. Its relative energy (zero: lowest compared OMol25 entry of this formula, charge and spin) is 0.000 eV. The net charge is 0. Its total energy is -3636.19998 Ha. Its expectation value of S² is 2.002. As for the orbital gap (spin up / spin down): 8.2 / 8.2 eV. Its spin multiplicity is 3.